DFT (ωB97M-V/def2-TZVPD) results for a single C20H22N4O3 molecule.

```
49
Properties=species:S:1:pos:R:3:forces:R:3:nbo_charge:R:1
O 0.127249 2.626144 1.610069 -0.079 0.261 0.174 -0.619
O 0.952767 -4.957601 -1.305944 0.215 -0.091 -0.111 -0.600
O 2.509767 1.868194 -2.185972 0.024 -0.010 -0.088 -0.587
N 0.160709 0.541139 0.764214 -0.202 -0.081 0.301 -0.613
N 1.341850 2.255529 -0.284171 0.176 0.153 -0.031 -0.461
N -1.087340 -4.298844 -0.588410 -0.365 0.088 0.162 -0.603
N -1.563275 -6.729517 1.734160 0.368 -0.208 -0.330 -0.415
C -1.988090 -6.921129 2.969685 -0.206 0.013 0.381 0.049
C 1.383164 0.028300 -1.213880 -0.166 -0.388 0.118 -0.229
C 1.345946 8.199726 -0.210332 -0.035 -0.202 0.163 -0.599
C 0.143087 -1.716897 -0.089897 0.029 -0.057 -0.094 -0.272
C -3.034545 -6.208062 3.534765 0.010 0.020 -0.071 -0.261
C 1.075638 6.716949 0.015781 0.084 0.137 -0.295 -0.395
C -1.627217 -5.629746 -0.410878 -0.005 -0.184 -0.080 -0.265
C 1.719381 3.663930 -0.331138 -0.048 0.396 -0.043 -0.227
C -3.230061 -5.054771 1.456407 0.056 -0.124 0.096 -0.262
C 1.416791 -2.213612 -2.076388 -0.030 -0.116 -0.002 -0.215
C 0.185446 -4.074017 -0.990761 -0.148 0.119 -0.008 0.661
C 1.117995 5.935809 -1.296085 -0.206 -0.174 0.276 -0.391
C 0.554420 -0.388034 -0.167258 0.323 -0.003 -0.564 0.284
C 0.567679 -2.625604 -1.046678 0.257 0.345 0.036 -0.075
C -2.164214 -5.817935 0.985799 -0.141 0.162 -0.102 0.202
C 1.812565 -0.898227 -2.163732 -0.112 0.080 0.169 -0.113
C 1.805229 1.431497 -1.302568 -0.002 -0.078 0.005 0.681
C 0.518876 1.868494 0.753415 -0.178 -0.367 0.160 0.796
C -3.668863 -5.253965 2.754489 0.055 0.002 -0.036 -0.164
C 0.708905 4.472173 -1.143998 0.231 0.036 -0.059 -0.402
H -3.712566 -4.329890 0.816512 -0.065 0.063 -0.073 0.209
H 2.326231 8.343976 -0.659442 0.102 0.078 -0.056 0.201
H 1.752699 -2.948160 -2.790936 0.046 -0.063 -0.057 0.241
H -0.809516 -6.332314 -0.582983 -0.205 0.062 0.011 0.265
H 0.627905 4.019716 -2.135114 -0.044 -0.055 0.025 0.212
H 2.461049 -0.552033 -2.953527 0.045 0.027 -0.073 0.243
H 1.819922 6.321146 0.708164 -0.036 -0.051 0.101 0.194
H -4.493580 -4.677916 3.149324 -0.052 0.027 0.024 0.218
H 0.093603 6.592392 0.476814 -0.012 -0.076 0.077 0.197
H 1.316907 8.742210 0.731581 0.021 0.137 0.045 0.208
H -2.424407 -5.809083 -1.143240 0.130 -0.025 0.038 0.201
H 2.705500 3.719814 -0.795848 -0.099 -0.005 0.103 0.229
H 2.123490 5.986538 -1.719378 0.051 0.059 -0.101 0.197
H 0.599528 8.628139 -0.875961 -0.056 0.084 -0.074 0.200
H 1.761732 4.021901 0.697539 0.065 -0.061 -0.124 0.230
H -0.428502 0.257558 1.535476 0.111 0.182 -0.112 0.419
H -1.692116 -3.519369 -0.386043 0.166 0.022 -0.104 0.394
H -3.346202 -6.395395 4.550174 -0.008 -0.036 0.087 0.222
H -0.266671 4.411347 -0.656354 -0.047 -0.036 -0.016 0.205
H 0.437167 6.410170 -2.006964 0.056 0.047 -0.062 0.203
H -1.460780 -7.682657 3.528822 -0.013 -0.041 0.128 0.196
H -0.475254 -2.028007 0.740691 -0.063 -0.064 0.086 0.212
```
Positions in Å, forces in eV/Å.

Output
ΔE to the lowest compared entry with this formula, charge and spin = 5.18 kcal per mole
2S+1 = 1
frontier orbital gap = 9.0 eV
DFT total energy = -33202.5813 eV
SMILES string = CCCCCn1c(=O)[nH]c2cc(C(=O)NCc3ccccn3)ccc2c1=O